Record 1
A cluster of 8 separate species, C15H47NO12 in total at a distorted geometry, computed with ωB97M-V with the def2-TZVPD basis set.

As for the LUMO energy: 0.0109 Eh. Its SMILES is COC[C@H](C)N.OCCO.OCCO.OCCO.OCCO.CO.CO.CO. Its orbital gap is 0.3579 Eh. The total energy comes out at -42372.230 eV. Its energy relative to the best compared isomer or geometry (same formula, charge and spin) is 0.0 kcal per mole.

Element x y z (Å)
C (3.542, -5.272, 0.512)
O (2.307, -4.712, 0.852)
C (2.368, -3.827, 1.909)
C (1.002, -3.136, 2.261)
C (0.437, -2.315, 1.101)
N (1.074, -2.187, 3.368)
H (3.281, -5.845, -0.378)
H (3.935, -5.885, 1.324)
H (4.238, -4.505, 0.171)
H (2.613, -4.448, 2.771)
H (3.125, -3.048, 1.811)
H (0.235, -3.835, 2.596)
H (-0.436, -1.760, 1.443)
H (0.093, -2.992, 0.320)
H (1.146, -1.605, 0.674)
H (0.135, -1.890, 3.592)
H (1.381, -2.758, 4.143)
O (2.153, 1.127, -4.250)
C (1.154, 2.164, -4.078)
C (1.340, 3.358, -5.029)
O (2.280, 4.330, -4.521)
H (2.105, 0.439, -3.582)
H (0.233, 1.606, -4.247)
H (1.245, 2.447, -3.029)
H (0.381, 3.863, -5.146)
H (1.606, 3.013, -6.028)
H (3.185, 4.041, -4.660)
O (2.056, 4.495, 1.947)
C (1.998, 3.577, 3.046)
C (1.198, 2.314, 2.674)
O (-0.073, 2.652, 2.235)
H (2.813, 5.072, 2.073)
H (2.981, 3.255, 3.389)
H (1.542, 4.122, 3.873)
H (1.153, 1.729, 3.593)
H (1.665, 1.696, 1.907)
H (-0.078, 3.552, 1.900)
O (-4.272, 1.052, 0.503)
C (-4.759, 2.390, 0.524)
C (-3.558, 3.282, 1.016)
O (-2.744, 3.406, -0.149)
H (-3.312, 1.077, 0.509)
H (-5.133, 2.734, -0.440)
H (-5.543, 2.442, 1.279)
H (-3.030, 2.769, 1.820)
H (-3.892, 4.273, 1.324)
H (-1.920, 3.779, 0.173)
O (-1.207, 0.618, 0.470)
C (-0.400, 0.776, -0.650)
C (-1.347, 0.576, -1.879)
O (-1.821, 1.820, -2.305)
H (-0.815, 1.206, 1.119)
H (0.140, 1.718, -0.548)
H (0.429, 0.068, -0.668)
H (-2.252, 0.004, -1.673)
H (-0.866, 0.024, -2.686)
H (-2.253, 2.256, -1.567)
C (2.225, -2.386, -2.266)
O (1.836, -1.393, -3.130)
H (2.231, -2.008, -1.243)
H (1.602, -3.279, -2.313)
H (3.251, -2.682, -2.485)
H (1.320, -1.845, -3.802)
C (-2.128, -0.317, 3.936)
O (-3.147, -0.479, 4.986)
H (-2.047, -1.085, 3.167)
H (-2.374, 0.608, 3.413)
H (-1.189, -0.141, 4.459)
H (-3.925, -0.044, 4.630)
C (-1.722, -2.978, -2.554)
O (-1.235, -4.157, -3.162)
H (-2.293, -2.361, -3.248)
H (-2.398, -3.339, -1.779)
H (-0.909, -2.429, -2.079)
H (-1.956, -4.786, -3.237)

Atomic forces in eV per Å
C -0.6 0.0 -0.9
O -1.0 0.5 -0.8
C -1.1 0.4 2.1
C -0.5 0.7 -1.3
C -0.3 -0.9 -0.3
N 1.5 -0.3 0.5
H 0.5 -0.5 0.2
H 0.2 -0.1 0.0
H 0.3 0.1 0.3
H 0.4 0.2 0.7
H 0.2 0.2 -0.3
H 0.2 -0.9 -0.7
H 0.0 0.1 -0.1
H 0.1 0.1 -0.2
H 0.1 -0.1 0.2
H -0.1 0.0 0.0
H 0.1 0.3 0.7
O 0.8 1.1 -1.1
C 0.6 -1.5 0.2
C 0.4 -0.4 0.8
O -0.7 -0.2 -0.3
H -0.3 0.0 0.2
H -0.6 0.8 0.0
H -0.5 0.6 0.0
H 0.1 0.2 0.3
H 0.3 -0.1 0.0
H -0.1 -0.3 -0.1
O 0.0 -0.6 0.0
C 0.1 -0.2 -0.3
C 1.4 0.9 0.5
O -1.7 0.0 -0.2
H 0.0 0.1 -0.1
H 0.2 0.0 -0.2
H -0.3 -0.3 0.3
H -0.3 -0.2 0.0
H 0.5 0.1 0.0
H 0.3 0.1 -0.1
O -0.8 0.0 -0.3
C 1.7 0.2 1.7
C -1.9 -0.4 -1.4
O 0.5 0.2 0.5
H 0.4 -0.2 -0.2
H 0.1 0.0 -0.1
H -0.2 0.0 -0.1
H 0.0 0.0 0.1
H -0.1 0.0 0.2
H 0.3 0.1 -0.4
O -0.5 0.0 1.3
C -0.2 -1.2 -1.4
C 0.6 0.7 0.5
O 0.2 0.6 -1.3
H -0.2 0.2 0.7
H -0.4 0.6 -0.9
H -0.1 -0.7 0.0
H 0.3 -0.6 0.9
H 0.3 0.5 -0.2
H -0.2 0.1 0.3
C 1.2 -1.1 1.5
O -1.1 0.7 -1.1
H -0.2 0.0 0.0
H -0.2 0.0 0.1
H 0.2 -0.2 0.0
H -0.1 0.5 -0.4
C -0.8 1.1 1.0
O 0.9 -0.3 -1.3
H -0.3 -0.4 0.4
H 0.2 0.1 -0.2
H 0.1 -0.3 -0.1
H -0.2 -0.1 0.1
C -0.8 -0.8 0.5
O 0.8 -0.1 -0.6
H 0.2 0.2 -0.1
H -0.2 0.7 0.4
H 0.0 0.0 -0.2
H 0.0 0.1 0.0

***

Record 2
A cluster of 21 separate species, H42O21 in total at a distorted geometry, computed with ωB97M-V with the def2-TZVPD basis set.

As for the LUMO energy: 0.0019 Eh. Its orbital gap is 0.3942 Eh. The total energy comes out at -43683.296 eV. Its energy relative to the best compared isomer or geometry (same formula, charge and spin) is 58.1 kcal per mole.

Element x y z (Å)
O (-3.176, 1.405, -0.257)
H (-3.001, 1.568, 0.698)
H (-4.113, 1.111, -0.211)
O (-0.969, -0.211, -0.758)
H (-1.058, -1.156, -1.014)
H (-1.877, 0.207, -0.573)
O (0.660, 1.171, -2.179)
H (1.191, 1.828, -1.673)
H (0.092, 0.577, -1.625)
O (3.061, -1.974, 0.202)
H (2.816, -1.496, -0.645)
H (3.922, -1.577, 0.428)
O (-1.550, -2.875, -0.825)
H (-0.680, -2.804, -1.285)
H (-1.399, -3.262, 0.063)
O (0.671, -2.965, -2.579)
H (0.537, -3.172, -3.506)
H (0.994, -3.754, -2.105)
O (2.481, -0.932, -2.229)
H (1.876, -0.154, -2.303)
H (1.981, -1.732, -2.409)
O (4.256, 1.580, -1.835)
H (3.497, 2.189, -1.673)
H (3.827, 0.813, -2.256)
O (-2.412, 1.909, 2.189)
H (-1.717, 2.530, 1.839)
H (-3.050, 2.472, 2.676)
O (-1.040, 3.972, 1.114)
H (-1.095, 4.170, 0.181)
H (-0.143, 3.734, 1.421)
O (1.310, 2.202, 2.282)
H (0.972, 1.319, 2.010)
H (1.980, 1.999, 2.943)
O (-3.546, -2.172, 2.246)
H (-4.253, -2.133, 2.896)
H (-2.895, -1.584, 2.698)
O (-0.156, 4.408, -1.497)
H (-0.569, 3.533, -1.807)
H (-0.596, 5.034, -2.076)
O (4.945, 0.029, 0.277)
H (5.878, 0.227, 0.470)
H (4.560, 0.797, -0.190)
O (-3.743, -1.579, -0.351)
H (-3.395, -2.304, 0.145)
H (-4.007, -1.942, -1.205)
O (0.348, -0.276, 1.610)
H (1.197, -0.716, 1.678)
H (-0.039, -0.303, 0.693)
O (-1.894, 2.566, -2.310)
H (-2.324, 2.129, -1.541)
H (-1.402, 1.828, -2.710)
O (-1.678, -0.693, 3.460)
H (-0.810, -0.769, 2.993)
H (-1.942, 0.204, 3.255)
O (1.858, -4.565, 0.147)
H (1.172, -4.619, 0.845)
H (2.184, -3.632, 0.229)
O (-0.806, -4.136, 1.631)
H (-0.397, -3.596, 2.322)
H (-1.743, -4.141, 1.793)
O (2.065, 3.081, -0.775)
H (1.395, 3.705, -1.153)
H (1.749, 2.928, 0.115)

Atomic forces in eV per Å
O -1.3 -0.4 0.4
H 0.4 0.1 0.1
H 0.9 -0.1 -0.6
O -0.7 0.3 0.3
H -0.9 0.6 0.6
H 0.9 -1.1 -0.3
O 0.5 0.0 -0.7
H -0.5 -0.6 0.2
H 0.3 0.8 0.2
O -0.5 0.4 -0.5
H 0.4 -0.4 0.8
H -0.3 0.0 -0.1
O 1.0 -0.1 -0.3
H -0.7 -0.9 0.4
H 0.6 0.2 -0.6
O 0.2 -0.1 0.6
H 0.0 -0.3 -0.1
H 0.0 0.0 -0.3
O 0.5 1.0 0.2
H -0.1 -0.5 -0.1
H -0.5 -0.1 -0.4
O -1.1 0.3 -0.1
H 0.7 -0.3 0.0
H 0.4 0.1 0.1
O -0.2 0.4 0.6
H -0.6 0.1 0.2
H 0.7 -0.3 -0.4
O -0.1 -0.7 1.7
H 0.8 0.1 -0.7
H -0.3 0.4 -0.7
O -0.1 -0.2 -0.3
H -0.1 0.3 0.1
H 0.0 0.2 -0.1
O 0.2 0.1 0.7
H -0.4 -0.4 -0.2
H 0.3 -0.2 -0.4
O -0.5 -1.1 -0.4
H 0.0 0.9 0.2
H 0.1 0.3 -0.1
O 0.5 0.0 0.7
H -0.7 0.1 -0.3
H 0.5 -0.2 -0.3
O -1.2 1.2 -1.0
H 0.1 -0.5 0.6
H 0.2 0.0 0.2
O -0.3 0.3 0.2
H 0.3 -0.4 -0.7
H 0.3 -0.2 0.3
O 0.2 -0.7 0.0
H -0.2 0.5 -0.3
H 0.1 0.4 -0.1
O 0.9 -0.5 0.0
H -0.8 0.2 0.2
H -0.1 0.7 -0.2
O -0.6 1.0 0.5
H 0.4 -0.2 -0.7
H 0.2 -0.7 -0.1
O 0.9 0.1 -0.1
H -0.4 -0.1 -0.1
H -0.8 0.0 0.6
O -0.5 0.5 -0.7
H 0.6 0.0 0.2
H 0.2 -0.2 0.7

***

Record 3
A structure of composition C20H24NO4PY, computed with ωB97M-V with the def2-TZVPD basis set.

As for the LUMO energy: -0.1015 Eh. Its orbital gap is 0.3036 Eh. The total energy comes out at -41139.913 eV. The charge is +1. Its energy relative to the best compared isomer or geometry (same formula, charge and spin) is 1.5 kcal per mole.

Element x y z (Å)
Y (-0.005, 0.128, 0.203)
O (0.467, 2.365, 0.028)
C (1.427, 2.105, 0.821)
O (1.219, 1.357, 1.816)
C (2.819, 2.286, 0.271)
P (2.841, 0.796, -0.843)
C (4.557, 0.252, -0.971)
C (5.460, 0.901, -1.817)
C (6.777, 0.478, -1.883)
C (7.203, -0.592, -1.106)
C (6.313, -1.239, -0.263)
C (4.993, -0.819, -0.199)
C (2.359, 1.330, -2.508)
C (2.362, 0.340, -3.496)
C (1.904, 0.621, -4.772)
C (1.427, 1.891, -5.076)
C (1.410, 2.872, -4.098)
C (1.871, 2.595, -2.818)
H (3.575, 2.156, 1.043)
H (2.953, 3.236, -0.244)
H (5.131, 1.731, -2.429)
H (7.471, 0.983, -2.541)
H (8.232, -0.922, -1.161)
H (6.644, -2.074, 0.340)
H (4.297, -1.335, 0.454)
H (2.731, -0.654, -3.270)
H (1.924, -0.149, -5.531)
H (1.070, 2.110, -6.073)
H (1.034, 3.860, -4.327)
H (1.818, 3.366, -2.061)
N (-0.678, -2.927, -2.785)
C (-0.602, -1.778, -2.125)
O (0.219, -1.658, -1.178)
C (-1.491, -0.629, -2.517)
C (-1.830, 0.260, -1.314)
H (-0.052, -3.681, -2.557)
H (-1.346, -3.040, -3.529)
H (-2.357, -1.011, -3.069)
H (-0.902, -0.075, -3.261)
H (-2.790, -0.052, -0.887)
H (-1.980, 1.289, -1.651)
C (-0.414, -2.285, 4.122)
C (0.415, -1.774, 2.994)
C (1.904, -1.752, 3.071)
O (-0.143, -1.322, 1.993)
H (0.178, -2.722, 4.920)
H (-1.124, -3.014, 3.730)
H (-0.995, -1.446, 4.511)
H (2.300, -2.440, 3.812)
H (2.181, -0.729, 3.347)
H (2.322, -1.954, 2.086)

Atomic forces in eV per Å
Y 0.1 -0.3 0.0
O 0.0 0.0 -0.1
C 0.0 0.0 -0.2
O 0.2 0.0 0.2
C 0.1 0.2 0.2
P -0.4 -0.2 0.2
C 0.1 0.1 -0.1
C 0.0 0.0 0.0
C 0.0 0.0 0.0
C 0.0 0.0 0.0
C 0.0 0.0 0.0
C 0.0 -0.1 0.1
C 0.0 0.1 -0.1
C 0.0 0.0 0.0
C 0.0 0.0 0.0
C 0.0 0.0 0.0
C 0.0 0.0 0.0
C 0.0 0.0 0.0
H 0.0 0.0 0.0
H 0.0 0.0 0.0
H 0.0 0.0 0.0
H 0.0 0.0 0.0
H 0.0 0.0 0.0
H 0.0 0.0 0.0
H 0.0 0.0 0.0
H 0.0 0.0 0.0
H 0.0 0.0 0.0
H 0.0 0.0 0.0
H 0.0 0.0 0.0
H 0.0 0.0 0.0
N 0.0 0.1 -0.1
C -0.1 0.0 0.1
O 0.0 0.0 -0.1
C 0.0 -0.1 -0.1
C -0.1 0.1 0.0
H 0.0 0.0 0.0
H 0.0 0.0 0.0
H 0.0 0.0 0.0
H 0.0 0.0 0.1
H 0.0 -0.1 0.0
H 0.0 0.0 0.0
C 0.0 0.0 -0.1
C 0.1 0.1 -0.1
C -0.1 0.0 0.0
O -0.1 0.0 -0.1
H 0.0 0.0 0.0
H 0.0 0.0 0.0
H 0.0 0.0 0.0
H 0.0 0.0 0.0
H 0.0 0.0 0.0
H 0.0 0.0 0.0

***

Record 4
A structure of composition C4H7NO at a distorted geometry, computed with ωB97M-V with the def2-TZVPD basis set.

As for the LUMO energy (spin up / spin down): 0.0027 / 0.0027 Eh. Its orbital gap (spin up / spin down) is 0.3008 / 0.3009 Eh. The total energy comes out at -7793.512 eV. Its energy relative to the best compared isomer or geometry (same formula, charge and spin) is 141.4 kcal per mole.

Element x y z (Å)
C (-0.397, -0.409, 2.464)
N (0.734, -0.093, 1.641)
C (1.098, -0.011, 0.519)
C (0.769, 0.150, -1.498)
C (-0.195, -0.899, -1.817)
O (-0.741, -0.639, -0.570)
H (-1.210, -0.734, 1.809)
H (-0.690, 0.481, 3.026)
H (-0.130, -1.198, 3.170)
H (1.840, 0.057, -1.641)
H (0.390, 1.165, -1.544)
H (-0.854, -0.701, -2.680)
H (0.257, -1.898, -1.939)

Atomic forces in eV per Å
C -0.2 0.0 0.1
N 0.4 0.1 -1.1
C -0.4 -0.1 1.0
C 0.3 0.1 -0.3
C 0.2 0.1 -0.2
O -0.3 -0.2 0.2
H 0.1 0.0 0.1
H 0.0 -0.1 -0.1
H 0.0 0.1 -0.1
H -0.2 0.0 0.1
H 0.0 -0.2 0.1
H 0.1 0.0 0.1
H -0.1 0.1 0.0

***

Record 5
A structure of composition C33H22Br4N4O2S4Ti at a distorted geometry, computed with ωB97M-V with the def2-TZVPD basis set.

As for the LUMO energy (spin up / spin down): 0.0721 / 0.0721 Eh. As for the expectation value of S²: 0.755. Its orbital gap (spin up / spin down) is 0.2047 / 0.2292 Eh. The total energy comes out at -391266.135 eV. The charge is -1. Its multiplicity is 2.

Element x y z (Å)
Ti (-0.101, 0.123, 0.026)
S (0.039, 3.378, 3.323)
C (-1.624, 3.104, 3.028)
C (-1.810, 2.104, 2.121)
C (-0.601, 1.506, 1.617)
C (0.468, 2.117, 2.211)
C (1.856, 1.754, 1.899)
C (2.984, 2.433, 2.348)
C (4.235, 2.001, 1.945)
C (4.344, 0.890, 1.123)
C (3.175, 0.258, 0.732)
N (1.971, 0.683, 1.098)
H (-2.373, 3.690, 3.541)
H (-2.804, 1.792, 1.816)
H (2.872, 3.302, 2.984)
H (5.122, 2.533, 2.268)
H (5.301, 0.521, 0.782)
H (3.177, -0.626, 0.105)
C (-1.338, -1.089, -3.362)
C (-1.443, -2.283, -2.451)
C (-2.041, -3.470, -2.958)
C (-2.076, -4.580, -2.183)
C (-1.449, -4.571, -0.913)
C (-1.382, -5.733, -0.110)
C (-0.695, -5.677, 1.069)
C (-0.058, -4.489, 1.477)
C (-0.108, -3.315, 0.743)
S (0.733, -1.894, 1.296)
C (-0.859, -3.362, -0.487)
N (-0.943, -2.223, -1.247)
H (-0.801, -1.380, -4.269)
H (-0.773, -0.296, -2.888)
H (-2.324, -0.723, -3.664)
H (-2.466, -3.463, -3.955)
H (-2.546, -5.495, -2.532)
H (-1.853, -6.647, -0.452)
H (-0.618, -6.560, 1.694)
H (0.514, -4.478, 2.398)
C (-1.873, -1.978, 3.220)
C (-2.568, -1.845, 1.903)
N (-2.327, -0.919, 1.022)
C (-3.249, -0.960, -0.006)
C (-4.139, -1.970, 0.047)
S (-3.856, -2.886, 1.457)
C (-3.221, 0.160, -0.962)
C (-4.268, 0.570, -1.703)
S (-3.859, 2.009, -2.504)
C (-2.301, 2.005, -1.792)
N (-2.081, 0.965, -1.031)
C (-1.391, 3.149, -2.091)
H (-1.217, -1.124, 3.357)
H (-1.268, -2.883, 3.248)
H (-2.614, -2.014, 4.021)
H (-4.911, -2.223, -0.661)
H (-5.252, 0.134, -1.757)
H (-1.978, 4.009, -2.416)
H (-0.689, 2.883, -2.883)
H (-0.798, 3.391, -1.217)
Br (4.415, 3.682, -4.083)
C (3.365, 2.306, -3.312)
C (3.519, 0.986, -3.702)
Br (4.771, 0.504, -5.039)
C (2.733, -0.019, -3.096)
Br (2.850, -1.851, -3.546)
C (1.823, 0.295, -2.102)
O (1.075, -0.539, -1.445)
C (1.628, 1.656, -1.735)
O (0.700, 1.850, -0.836)
C (2.409, 2.636, -2.325)
Br (2.132, 4.408, -1.715)

Atomic forces in eV per Å
Ti -0.2 -0.3 0.4
S 0.1 0.1 0.1
C 0.0 0.0 0.0
C 0.0 -0.1 -0.1
C -0.2 0.4 0.3
C 0.4 0.0 0.0
C -0.4 0.0 0.0
C 0.1 0.1 0.1
C 0.0 0.1 0.1
C 0.0 0.0 0.0
C -0.1 0.0 0.0
N -0.1 0.0 -0.1
H 0.0 0.0 0.0
H 0.0 0.0 0.0
H 0.0 0.0 0.0
H 0.0 0.0 0.0
H 0.0 0.0 0.0
H 0.0 0.0 0.0
C -0.1 0.0 0.0
C 0.0 0.0 -0.2
C 0.0 0.2 -0.1
C 0.0 -0.1 0.1
C 0.0 -0.1 0.0
C 0.0 0.1 -0.1
C 0.1 0.1 0.1
C 0.0 -0.1 0.1
C -0.1 0.0 -0.2
S -0.1 -0.4 0.0
C 0.0 0.3 0.0
N 0.0 0.1 0.3
H 0.0 0.0 0.0
H 0.0 0.0 0.0
H 0.0 0.0 0.0
H 0.0 0.0 0.0
H 0.0 0.0 0.0
H 0.0 0.0 0.0
H 0.0 0.0 0.0
H 0.0 0.0 0.0
C -0.1 0.0 -0.1
C 0.3 0.2 0.2
N -0.3 0.1 -0.3
C 0.5 0.6 -0.1
C -0.2 -0.2 -0.1
S -0.3 -0.3 0.2
C 0.6 -0.2 0.5
C -0.3 -0.1 -0.1
S -0.2 0.3 -0.3
C 0.2 -0.1 0.1
N -0.4 -0.4 0.1
C 0.0 -0.1 -0.1
H 0.0 0.0 0.0
H 0.0 0.0 0.0
H 0.0 0.0 0.0
H 0.0 0.0 0.0
H 0.1 0.0 0.0
H 0.0 0.0 0.0
H 0.0 0.0 0.0
H 0.0 0.0 0.1
Br 0.0 -0.1 0.0
C -0.1 0.0 0.1
C -0.1 -0.1 0.1
Br 0.0 0.0 0.0
C 0.1 0.1 0.0
Br 0.1 0.0 -0.1
C -0.2 0.0 0.0
O 1.0 -0.2 -0.8
C -0.3 0.2 0.2
O 0.1 0.0 -0.2
C 0.1 0.0 -0.1
Br 0.0 0.0 0.0